Record 1
Molecular formula: C18H40P2PbSi
Method: DFT, ωB97M-V with the def2-TZVPD basis set

Each line ends with the Mulliken charge.
Atoms and positions in Å:
P 0.914856 -1.658807 -1.090024  0.81
P 1.334241 1.711092 -0.941765  0.78
C 1.295866 -0.507370 -2.541744  -0.59
C 2.259550 0.630075 -2.153638  -1.20
H 0.285285 -0.128288 -2.768891  0.10
H 1.624379 -1.095036 -3.411443  0.60
H 3.153829 0.178335 -1.682965  0.34
H 2.512450 1.274351 -3.009180  0.53
C 0.175546 2.421573 -2.187169  -1.63
H -0.443831 3.185584 -1.696152  0.40
H -0.500523 1.706212 -2.673636  0.16
H 0.800057 2.879918 -2.974629  0.50
C 1.956300 3.342522 -0.423685  -1.17
H 1.091961 4.030160 -0.387324  0.34
H 2.650550 3.696567 -1.187994  0.39
H 2.462209 3.337350 0.556502  0.28
C 0.315471 -2.967061 -2.347695  -1.77
H 0.163215 -3.941402 -1.860161  0.45
H 1.125355 -3.096168 -3.086729  0.65
H -0.605266 -2.693077 -2.882514  0.23
C 2.464749 -2.641301 -0.844718  -1.34
H 3.319459 -1.981434 -0.637384  0.36
H 2.656289 -3.326384 -1.680622  0.47
H 2.231493 -3.259411 0.034390  0.28
Pb 2.174972 0.161544 0.948692  0.76
C -2.541259 0.997237 -0.998209  0.02
C -2.964327 0.623363 -2.209701  -0.79
C -4.119391 -0.276183 -2.520683  -0.81
C -4.215808 -1.523378 -1.653271  -0.93
C -2.929540 -2.239954 -1.530309  -0.66
C -2.098261 -2.133505 -0.506152  -0.94
C -2.169100 -1.156905 0.619541  -0.03
C -2.560729 0.334421 0.331080  0.07
C 2.307312 -1.722287 2.151089  -1.53
H -2.085013 2.008369 -0.935475  0.44
H -2.617935 1.210707 -3.058417  0.40
H -3.997176 -0.546409 -3.573105  0.32
H -5.086940 0.235060 -2.397233  0.35
H -4.585617 -1.265275 -0.664377  0.38
H -4.933375 -2.218829 -2.097251  0.43
H -2.664863 -2.866953 -2.377718  0.48
H -1.296505 -2.868676 -0.392820  1.24
H -1.142416 -1.152734 1.014193  -0.48
H -2.812182 -1.553505 1.434538  0.45
H -3.582320 0.444507 0.696660  0.50
H -1.997784 1.016233 0.996077  -0.49
H 2.939445 -1.325234 2.952781  0.29
H 2.886720 -2.429273 1.546776  0.41
H 1.350166 -2.100160 2.517179  0.28
C 1.873715 0.173188 4.917888  -1.14
Si 1.386644 1.195201 3.460507  0.18
C -0.475761 1.324464 3.308040  -0.91
C 2.221108 2.879268 3.533841  -1.05
H 1.086251 -0.542765 5.168709  0.30
H 2.006744 0.837912 5.775854  0.34
H 2.808339 -0.371430 4.763634  0.37
H -0.840929 1.670616 4.284940  0.45
H -0.785125 2.065182 2.557018  0.20
H -0.940400 0.353748 3.074197  0.17
H 2.113304 3.229923 4.573026  0.36
H 3.299066 2.820285 3.303197  0.29
H 1.745463 3.614217 2.864451  0.27

Cartesian forces (eV/Å) of the 3 atoms listed first:
P 0.330 -1.211 -2.437
P -2.325 -0.268 -0.862
C -0.199 0.188 0.794

Values from the calculation:
**Gap between HOMO and LUMO**: 6.50 eV
**Net charge**: 0
**Calculated total energy**: -51012.9317 eV


Record 2
Molecular formula: C15H15N3O2
Method: DFT, ωB97M-V with the def2-TZVPD basis set

Each line ends with the natural charge from an NBO analysis.
Atoms and positions in Å:
C 4.015936 3.378296 0.496545  -0.38
C 2.932733 2.807356 0.538067  -0.18
C 2.645657 1.453685 0.295147  -0.11
O 3.629309 0.607534 0.008371  -0.39
N 3.617989 -0.741019 -0.207374  -0.08
C 2.723074 -1.409674 -0.517165  0.21
C 3.014197 -2.863444 -0.714405  -0.59
C 1.248515 -1.238169 -0.152966  -0.11
C 0.901399 -1.451403 1.245536  -0.19
C -0.538417 -1.095242 1.577843  -0.24
C -1.507940 -0.951105 0.447363  0.29
O -2.692860 -1.177962 0.993969  -0.45
C -3.674902 -0.289900 0.422369  0.42
C -4.986923 -0.270911 0.791349  -0.10
N -6.047251 0.455047 0.371945  -0.30
C -5.622619 1.262611 -0.781952  -0.06
C -4.285641 1.468858 -0.954041  -0.04
N -3.184264 0.777760 -0.623291  -0.39
C -0.958755 -1.113827 -0.880215  -0.25
C 0.386601 -0.955608 -1.024426  -0.19
H 4.090552 4.302617 0.562161  0.19
H 4.792622 2.732745 0.131966  0.20
H 1.937541 3.430115 0.846672  0.19
H 1.785744 1.227302 -0.496301  0.17
H 2.094643 0.756504 1.092687  0.19
H 2.545573 -3.138744 -1.633370  0.21
H 4.163674 -2.776281 -1.105936  0.22
H 2.818827 -3.556254 -0.157740  0.20
H 1.615657 -1.436622 2.009055  0.22
H -0.818876 -1.584853 2.572267  0.23
H -5.328656 -1.068326 1.649270  0.22
H -6.375438 2.036366 -1.347746  0.24
H -3.857705 2.176935 -1.811677  0.21
H -1.765113 -0.788512 -1.429658  0.24
H 0.685133 -0.965864 -2.214327  0.21

Cartesian forces (eV/Å) of the 3 atoms listed first:
C 5.548 -5.023 -1.876
C -9.163 0.273 2.100
C -7.610 -6.131 0.103

Values from the calculation:
**Gap between HOMO and LUMO**: 7.84 eV
**Net charge**: 0
**Structure (SMILES)**: C=CCO/N=C(/C)c1ccc(Oc2cnccn2)cc1
**Relative energy (zero: lowest compared OMol25 entry of this formula, charge and spin)**: 15.315 eV
**Calculated total energy**: -24349.3021 eV